No. 1
Computed, not measured: the molecule C17H25N3O4, with wB97M-V/def2-TZVPD.

Geometry as XYZ:
```
49
Properties=species:S:1:pos:R:3:lowdin_charge:R:1
O -5.408 2.381 0.315 0.114
O 3.347 1.974 -0.647 0.065
O 1.517 -0.965 -0.201 0.080
O -5.325 0.159 0.596 -0.007
N 7.649 -0.589 0.179 -0.290
N 4.049 -0.200 -0.637 0.080
N 0.841 1.241 -0.286 0.148
C 1.727 0.227 -0.323 -0.366
C 8.311 -1.337 1.229 -0.113
C -7.861 -1.689 -1.592 -0.107
C -7.199 -1.311 0.839 -0.180
C 8.310 0.682 -0.046 -0.103
C -6.942 -2.098 -0.448 -0.260
C 6.234 -0.429 0.456 -0.206
C -4.770 1.356 0.376 -0.450
C -1.223 2.438 -0.143 -0.004
C -2.613 0.067 0.243 0.003
C -6.742 0.139 0.751 -0.173
C 5.465 0.014 -0.795 -0.153
C -3.300 1.279 0.212 -0.127
C 3.143 0.775 -0.551 -0.403
C -0.539 1.221 -0.115 -0.204
C -1.244 0.034 0.080 0.009
C -2.591 2.464 0.018 -0.003
H 5.597 1.080 -0.987 0.115
H 3.699 -1.142 -0.511 0.144
H 6.046 0.286 1.277 0.130
H 8.271 -0.830 2.205 0.088
H -8.265 -1.321 1.074 0.117
H -7.088 -3.160 -0.238 0.105
H -7.695 -0.654 -1.880 0.066
H -6.662 -1.785 1.662 0.114
H -0.711 -0.902 0.101 0.102
H 8.235 1.356 0.821 0.091
H -3.137 3.394 -0.003 0.122
H -7.005 0.687 1.664 0.134
H -7.677 -2.314 -2.463 0.069
H -5.901 -1.957 -0.745 0.102
H -0.673 3.355 -0.293 0.116
H 9.355 -1.480 0.955 0.082
H 7.842 -2.315 1.325 0.082
H 7.873 1.174 -0.911 0.077
H -8.904 -1.802 -1.303 0.073
H -3.161 -0.849 0.395 0.118
H -7.200 0.661 -0.095 0.124
H 9.363 0.498 -0.253 0.084
H 5.846 -1.404 0.764 0.119
H 5.832 -0.558 -1.652 0.133
H 1.282 2.152 -0.414 0.144
```

Output
SMILES string   CCCCOC(=O)c1ccc(NC(=O)C(=O)NCCN(C)C)cc1
ΔE to the lowest compared entry with this formula, charge and spin   16.6 kJ/mol
2S+1   1
Max |F|   0.66 eV/A
HOMO level   -8.879 eV

No. 2
Computed, not measured: a cluster of 3 separate species, C17H25NO11S2 in total, with wB97M-V/def2-TZVPD.

Geometry as XYZ:
```
56
Properties=species:S:1:pos:R:3:lowdin_charge:R:1
S 1.578 -1.069 7.293 0.591
S -1.467 3.615 -4.813 0.590
O 0.887 -1.485 8.460 -0.222
O 2.885 -0.527 7.372 -0.221
O 3.076 0.689 -1.609 0.125
O 1.593 -2.253 6.220 -0.189
O 2.069 -2.311 1.848 -0.051
O -0.334 4.479 -4.089 -0.191
O 0.627 -0.078 6.476 -0.189
O -1.988 2.693 -3.869 -0.224
O -1.007 3.185 -6.081 -0.208
O -0.143 -0.760 2.054 0.142
O -2.511 4.803 -5.028 -0.184
N -3.651 -0.958 0.149 0.134
C 1.130 -4.305 0.748 -0.048
C -1.931 -2.277 -0.832 -0.034
C 2.255 0.056 -0.990 -0.327
C -0.639 5.880 -4.172 -0.153
C 1.788 -1.398 0.888 -0.205
C 0.528 -2.069 5.272 -0.154
C -1.542 0.238 -0.191 -0.073
C 0.787 0.338 -1.150 -0.086
C 0.453 -0.738 1.001 -0.265
C 2.346 -3.636 1.384 -0.209
C 0.391 1.049 -2.409 -0.178
C -2.154 5.924 -4.205 -0.156
C 0.421 -0.567 5.139 -0.167
C -0.134 0.006 -3.415 -0.056
C -2.446 -0.990 -0.244 -0.403
C 2.653 -0.996 -0.044 0.104
C -0.074 -0.046 -0.194 -0.115
H -2.544 6.832 -4.654 0.136
H -0.239 0.425 -4.411 0.070
H -0.202 6.281 -5.088 0.135
H 1.199 -4.350 -0.336 0.077
H -3.890 -0.037 0.515 0.054
H -0.550 -0.244 4.778 0.130
H 0.548 -0.846 -3.431 0.084
H -0.857 -2.283 -1.000 0.061
H 3.657 -1.395 -0.106 0.138
H -2.585 5.784 -3.212 0.135
H -2.450 -2.456 -1.774 0.087
H -0.370 1.796 -2.204 0.089
H 2.672 -4.180 2.267 0.122
H -1.093 -0.387 -3.075 0.070
H -1.781 0.757 0.739 0.128
H 0.790 -2.552 4.335 0.120
H -2.213 -3.092 -0.167 0.083
H -0.386 -2.508 5.678 0.136
H 3.193 -3.623 0.695 0.114
H -1.822 0.900 -1.009 0.121
H 1.203 -0.169 4.493 0.129
H -0.219 6.387 -3.308 0.136
H 1.003 -5.318 1.126 0.077
H 0.232 -3.754 1.027 0.073
H 1.256 1.539 -2.846 0.112
```

Output
SMILES string   [H]/N=C(/C)CC1=C(CC)C(=O)C=C(OCC)C1=O.O=S1(=O)OCCO1.O=S1(=O)OCCO1
2S+1   1
Max |F|   0.53 eV/A
HOMO level   -9.794 eV

No. 3
Computed, not measured: the molecule C17H25NO2 at a distorted geometry, with wB97M-V/def2-TZVPD.

Geometry as XYZ:
```
45
Properties=species:S:1:pos:R:3:lowdin_charge:R:1
O 1.128 0.222 -3.520 -0.009
O -0.668 3.149 1.732 -0.016
N -1.020 0.999 2.486 -0.023
C 1.142 0.971 0.176 0.037
C -1.035 1.376 -0.954 0.001
C -0.184 1.350 0.172 -0.147
C 2.403 -2.017 -3.054 -0.102
C 0.925 0.492 -2.179 -0.364
C -2.847 -0.809 1.652 -0.197
C -0.675 1.838 1.622 -0.367
C -0.271 0.969 -2.006 -0.057
C -1.242 -0.240 2.214 -0.159
C -3.976 1.160 2.515 -0.131
C 3.803 -2.577 -3.375 -0.250
C -3.698 -0.402 2.532 -0.330
C 2.422 -0.483 -3.614 -0.104
C 1.624 0.241 -1.066 0.044
C -3.025 1.906 3.632 -0.197
C -1.792 1.502 3.741 -0.152
C 5.082 -2.061 -2.568 -0.099
H -3.357 2.959 3.122 0.172
H 3.101 0.129 -3.275 0.065
H 4.954 -2.136 -1.647 -0.029
H 4.192 -2.449 -4.376 0.075
H 4.052 -3.861 -3.193 0.174
H 5.231 -1.085 -3.026 0.064
H 2.768 -0.576 -4.523 0.069
H -1.922 1.807 -0.806 0.080
H -1.081 -0.825 3.051 0.092
H 1.782 1.125 0.947 0.081
H -3.633 1.675 1.562 0.107
H 1.851 -2.722 -3.634 0.107
H 2.634 0.007 -1.239 0.089
H -3.519 1.896 4.539 0.097
H -2.832 -0.331 0.518 0.166
H -1.183 0.727 -2.873 0.199
H -5.103 1.467 2.584 0.130
H -4.823 -0.644 2.001 0.176
H -0.457 -0.669 1.462 0.155
H -3.738 -0.628 3.560 0.112
H -1.192 2.180 4.058 0.092
H 6.076 -2.494 -2.900 0.097
H -1.620 0.854 4.408 0.086
H -2.673 -1.918 1.608 0.124
H 2.394 -2.075 -2.069 0.040
```

Output
SMILES string   CCCCOc1ccc(C(=O)N2CCCCCC2)cc1
ΔE to the lowest compared entry with this formula, charge and spin   1398.9 kJ/mol
2S+1   1
Max |F|   14.10 eV/A
HOMO level   -8.309 eV

No. 4
Computed, not measured: a cluster of 3 separate species, C17H25NO2P in total, with wB97M-V/def2-TZVPD.

Geometry as XYZ:
```
46
Properties=species:S:1:pos:R:3:lowdin_charge:R:1
P 0.059 1.015 -1.398 0.500
O -1.711 0.846 -1.546 -0.370
O 0.145 -0.719 -1.138 -0.357
N 1.634 0.019 1.615 0.098
C -0.224 -2.499 7.635 -0.107
C 0.026 -1.277 7.026 -0.095
C -0.623 -0.423 2.242 -0.073
C -0.808 -0.821 6.015 -0.095
C 3.050 2.370 -5.704 -0.102
C 1.418 2.286 -7.466 -0.116
C 0.408 0.330 1.446 -0.516
C 1.208 0.835 -5.557 -0.094
C -1.309 -3.266 7.232 -0.108
C 2.578 2.826 -6.928 -0.116
C -1.892 -1.588 5.611 -0.096
C -2.142 -2.810 6.219 -0.099
C -2.140 -0.478 -1.470 -0.308
C -0.920 -1.340 -1.787 -0.312
C 0.734 1.291 -6.779 -0.099
C 2.367 1.376 -5.017 -0.086
C -0.089 1.376 0.502 -0.268
H -2.983 -3.412 5.898 0.097
H -1.032 -2.369 -1.428 0.105
H -1.501 -4.222 7.703 0.094
H -1.199 -1.074 1.578 0.069
H -1.133 1.625 0.701 0.064
H 0.512 2.281 0.639 0.066
H -2.970 -0.658 -2.168 0.101
H 1.043 2.646 -8.417 0.091
H -2.531 -1.237 4.811 0.100
H 1.502 1.139 -1.285 -0.027
H -0.607 0.125 5.528 0.103
H -0.106 2.427 -1.625 -0.017
H 0.878 -0.682 7.332 0.099
H 0.431 -2.857 8.420 0.095
H 0.186 0.769 -2.821 -0.024
H -2.492 -0.719 -0.451 0.094
H -0.156 -1.018 3.026 0.056
H 3.952 2.796 -5.281 0.095
H 3.110 3.606 -7.459 0.091
H 2.206 0.583 0.983 0.025
H -0.177 0.877 -7.192 0.096
H -1.334 0.281 2.687 0.067
H -0.751 -1.374 -2.877 0.090
H 2.716 1.034 -4.051 0.102
H 0.667 0.080 -5.004 0.086
```

Output
2S+1   1
Max |F|   0.17 eV/A
Net charge   -1
HOMO level   -4.181 eV